345
Properties=species:S:1:pos:R:3:forces:R:3 method="wB97M-V/def2-TZVPD" lumo_energy_ev=0.30 e_homo_ev=-7.8 gap_ev=8.123 max_force_ev_per_a=3.9
C -28.335074 11.425916 11.739060 -1.1486 -0.8420 -1.3430
C -28.123051 12.933422 11.856214 1.4192 -0.6227 -0.3641
C -29.287879 13.698627 11.239193 0.6673 -0.6314 -0.0807
C -29.339724 15.132984 11.588115 -0.3983 2.1243 -0.2256
C -29.262721 15.320306 13.089962 -1.1484 -0.8565 0.2172
C -28.036287 14.615253 13.686397 -1.3191 0.5555 0.6001
N -28.069479 13.222985 13.301168 0.6911 -0.2840 -1.4287
O -26.869495 12.591566 13.761382 -0.4112 -0.0194 0.4731
C -26.818831 15.448996 13.394706 0.7240 -0.2799 -1.8932
C -28.276047 14.622219 15.161982 0.6747 -0.1864 2.3339
C -26.796514 13.210350 11.041561 -0.3514 -0.4000 1.2389
H -29.199360 11.110356 12.314358 -0.2001 0.0966 0.4464
H -27.507305 10.762617 12.042329 -0.1058 0.6852 -0.2970
H -28.661268 11.170151 10.685030 0.7193 0.2564 0.8789
H -29.130300 13.695815 10.174936 -0.4382 -0.7115 -0.6342
H -30.191966 13.213137 11.556646 -0.6599 -0.3353 -0.1749
H -30.242775 15.607320 11.104922 0.6369 -0.4598 0.7655
H -28.512274 15.663835 11.090680 -0.0008 -0.1216 0.2252
H -30.203442 14.926542 13.574111 0.8528 0.0808 -0.4772
H -29.199895 16.334644 13.439434 0.0108 0.7260 -0.2246
H -25.901748 14.899805 13.496216 0.4177 -0.4685 0.0391
H -26.837489 15.876687 12.376344 0.0538 -0.2780 0.3019
H -26.706406 16.285389 14.026105 -0.2723 0.9030 0.9919
H -29.103624 13.975564 15.491073 -0.0175 0.2248 -0.4625
H -27.396473 14.231404 15.746054 -0.5218 0.5288 -0.5488
H -28.492779 15.650242 15.495981 0.1432 -0.2947 0.0935
H -25.973091 12.537793 11.364227 -0.3291 0.9512 0.3842
H -26.576882 14.272203 10.996044 0.5150 -0.0632 0.1274
H -26.930566 12.860302 10.049868 -0.5998 -0.1323 -1.1938
H -27.242177 12.037010 14.463917 0.3946 -0.1037 0.2989
C -19.707725 16.848831 21.314639 1.1666 -0.2797 0.9233
C -19.264429 17.903008 20.241037 -1.5559 -0.1975 1.3579
C -17.756359 18.023157 20.294093 -0.2980 0.3318 -1.2384
C -17.204193 18.621092 18.960621 0.1081 -0.9148 1.4143
C -17.734044 17.851947 17.722357 0.1909 0.4664 0.9351
C -19.246793 17.907242 17.649885 0.0526 0.0086 0.5807
N -19.715607 17.370630 18.955534 0.6045 -1.0208 -1.3558
O -21.102778 17.147365 18.890674 -0.7859 -0.5911 0.6777
C -19.671024 19.339759 17.300752 -1.3650 0.1570 0.5656
C -19.719757 16.999852 16.522576 -0.5915 -0.8959 -0.4493
C -19.937127 19.228745 20.578817 -1.0424 0.1229 0.7492
H -19.331521 17.051693 22.346448 0.3024 0.3316 -0.8102
H -19.282146 15.886374 21.035444 0.1475 -0.1259 -0.1300
H -20.735648 16.633221 21.554056 -0.7218 0.4577 -0.7876
H -17.513886 18.674517 21.123458 0.1253 0.2781 0.1919
H -17.368553 17.069196 20.551226 0.6866 -1.0451 -0.1394
H -16.100741 18.644076 19.098840 -0.6258 0.0872 -0.6678
H -17.596007 19.628607 19.043108 0.3048 0.4434 -0.7253
H -17.445494 16.791711 17.782910 0.2334 0.3802 -0.2534
H -17.464905 18.342545 16.796758 0.8980 -0.1731 -0.2733
H -19.593135 19.552251 16.239718 0.4065 0.0082 -0.0872
H -20.738213 19.478755 17.512389 0.0208 -0.1271 0.0099
H -19.192330 20.118966 17.890129 0.2867 -0.0526 -0.1799
H -19.431698 17.329328 15.524885 0.6172 0.3050 0.0984
H -19.409036 15.944068 16.615281 0.1597 0.4220 0.2962
H -20.799244 16.949661 16.415255 -0.2385 0.1571 0.4557
H -20.966502 19.086071 20.296845 -0.6596 0.0664 -0.0870
H -19.630754 20.079173 19.998936 0.5945 0.4006 -0.2009
H -19.989088 19.501510 21.661128 0.5196 -0.3239 -0.7332
H -21.276011 16.168746 18.990077 0.6487 1.2382 -0.2036
C -24.323975 11.003784 23.506662 -0.4697 0.0410 -1.2665
C -25.842123 11.231905 23.264081 1.1266 2.1762 2.3522
C -26.355954 10.341814 22.235951 0.2485 -0.5673 -1.9914
C -27.857396 10.510075 22.058358 0.7709 0.2614 -0.7899
C -28.472004 9.997185 23.307270 -0.3303 0.0193 1.4232
C -28.014705 10.768280 24.566982 -0.2201 -0.0723 -0.6711
N -26.555408 10.842468 24.524725 1.2034 0.9937 0.3803
O -26.146080 11.784888 25.582246 -0.8338 0.1992 -1.6557
C -28.747318 12.098736 24.595740 -0.8852 0.2876 -0.6533
C -28.355465 9.943668 25.790549 -0.2162 -0.0022 -0.0561
C -25.955510 12.751344 22.895021 -1.3133 -0.0235 0.0851
H -23.736361 11.200373 22.552507 -0.8435 -0.4515 1.0682
H -24.190427 9.995266 23.858615 0.3755 -0.5524 -0.0337
H -23.975882 11.683391 24.263629 0.1774 0.3207 0.3346
H -25.765594 10.611151 21.338723 -0.4480 -0.4982 0.0345
H -26.113252 9.315765 22.541324 -0.0909 -0.0092 -0.3313
H -28.218493 9.937057 21.197138 0.0187 0.2168 -0.0020
H -28.075862 11.597227 21.900307 -0.0623 -0.8690 -0.0039
H -28.294241 8.937747 23.510992 0.2346 -0.0528 -0.4992
H -29.531319 10.123973 23.274056 -0.9654 -0.0676 -0.0205
H -28.457059 12.701269 25.443579 0.0873 0.2491 0.1389
H -28.594200 12.659316 23.659154 -0.0919 -0.0824 0.5183
H -29.847249 11.919183 24.633620 0.7043 0.0211 0.1960
H -29.442239 9.825233 25.868465 0.2160 -0.1123 0.1269
H -27.856447 8.991939 25.678060 -0.1059 -0.4975 0.0390
H -27.958410 10.384750 26.695872 -0.1526 0.3127 0.2219
H -26.873767 13.198264 23.341902 0.8661 -0.2077 -0.4875
H -26.041172 12.859149 21.795356 0.1604 0.0619 0.4446
H -25.130453 13.366040 23.269833 -0.0930 -0.2916 -0.1165
H -25.708083 11.192673 26.157387 0.8068 -0.8068 1.1295
C -21.017970 18.304809 12.388851 -0.0565 0.1739 -0.9657
C -20.191240 19.557229 12.065986 0.9725 0.8902 1.1206
C -18.733659 19.222890 11.723673 -0.0008 0.1521 -0.8517
C -18.689140 18.667862 10.286122 0.2861 -0.8031 0.6516
C -19.214207 19.659579 9.290328 -0.3910 0.7440 0.5239
C -20.699889 19.966879 9.582360 -0.5062 0.1028 -0.3837
N -20.687177 20.412666 10.975699 -1.4116 0.3781 0.6003
O -22.063441 20.819316 11.374180 1.0654 -0.7373 -0.6984
C -21.069659 21.166251 8.702833 0.3077 0.0612 0.8679
C -21.720147 18.858888 9.204495 0.4241 -0.4209 -0.5890
C -20.160730 20.478872 13.304238 -1.0680 -0.7624 1.3700
H -22.033028 18.610887 12.155029 -0.3889 -0.4223 0.2428
H -20.953470 17.939170 13.411070 0.1201 0.3155 0.1271
H -20.738171 17.467625 11.741017 -0.1471 0.0862 0.0889
H -18.065551 20.097698 11.839087 -0.5376 -0.0044 -0.4195
H -18.336232 18.556843 12.472581 -0.0774 -0.7351 0.1550
H -19.277073 17.741455 10.193383 -0.1517 0.2337 0.2711
H -17.712041 18.310765 10.006533 0.7247 0.2075 -0.0053
H -19.086474 19.262753 8.284426 -0.0549 0.2801 -0.1759
H -18.710315 20.658183 9.426179 -0.1263 -1.0144 -0.4182
H -20.756030 20.874537 7.717743 -0.2862 0.1793 -0.7731
H -22.140842 21.385813 8.773926 0.2787 0.0694 -0.2752
H -20.459419 22.027172 9.006308 -0.2849 -0.0278 -0.0755
H -21.609043 17.944920 9.791770 0.1026 0.0272 -0.2185
H -22.761887 19.168650 9.295756 0.1429 0.3304 0.3815
H -21.626104 18.626680 8.114878 0.2370 -0.0122 0.7829
H -19.689139 21.449708 13.115180 0.0169 -0.3316 0.0035
H -19.685465 19.935238 14.164916 0.0567 0.5402 -0.8850
H -21.199253 20.647371 13.693457 0.8034 0.0713 -0.5346
H -22.048237 21.738482 11.111574 -0.0896 0.4041 0.0970
C -30.998923 15.856006 18.622556 -1.3314 0.9480 -0.7263
C -30.769002 14.721411 19.578216 1.1193 1.1105 0.0135
C -29.419644 14.103090 19.235345 0.3622 0.0274 0.2035
C -28.238585 14.925263 19.644678 0.9145 0.0423 0.2359
C -28.302449 15.253889 21.133632 0.1574 -0.4081 -0.3033
C -29.549761 16.050178 21.471443 -0.8194 -0.3849 0.3517
N -30.676293 15.192004 20.985068 -0.9765 -0.0661 0.9730
O -31.882180 15.927779 21.382437 0.1371 -0.5430 -0.9498
C -29.762508 16.092983 23.009340 -0.7209 0.4119 0.6276
C -29.540189 17.489846 20.894627 -0.1961 -0.7687 -0.2714
C -31.808619 13.663118 19.376336 -2.6284 0.1749 1.0518
H -31.243528 15.488980 17.631982 0.1212 -0.3065 -0.3528
H -30.176194 16.534528 18.520302 0.5333 0.1495 0.0181
H -31.867334 16.481755 18.882041 0.1859 -0.2904 0.2879
H -29.322117 13.193549 19.795537 -0.1469 -0.9234 0.2218
H -29.331291 13.868062 18.172245 -0.3909 -0.0607 -0.0614
H -28.118703 15.809192 19.003540 0.1774 -0.1099 0.1964
H -27.346309 14.282448 19.558093 -0.1420 0.4310 -0.4311
H -27.376771 15.792832 21.396430 -0.3975 -0.2906 0.3870
H -28.378290 14.242853 21.626429 0.3194 1.0795 0.0562
H -30.115426 15.140456 23.441464 0.8087 -0.0581 -0.4380
H -28.910392 16.494648 23.542438 0.7295 -0.4190 -0.0434
H -30.550832 16.754242 23.403567 -0.0634 0.2167 -0.9677
H -30.591799 17.844194 20.939474 0.7874 0.0951 -0.2738
H -28.916095 18.071979 21.554007 0.1518 0.4833 0.2345
H -29.084445 17.550864 19.874943 -0.6002 0.0012 0.8544
H -32.025817 13.100146 20.314545 0.5329 0.1534 -0.6218
H -31.541223 12.972182 18.576492 -0.0779 0.0973 0.0105
H -32.806663 14.160322 19.147884 1.1010 -0.6856 -0.0088
H -32.381328 15.347734 21.976062 0.4621 -0.0910 -0.2237
C -30.972783 21.378177 25.803938 -0.4489 0.4298 -0.9964
C -30.077906 21.395052 24.565024 -0.3087 -1.1673 0.2023
C -30.330897 22.743592 23.891193 -0.0840 -1.0479 -0.8033
C -29.149076 23.077149 23.041576 -0.5773 0.1494 -3.0263
C -27.851143 23.095968 23.720598 3.0450 -1.1222 0.5250
C -27.504188 21.707634 24.335475 -0.5228 -0.9505 -0.8811
N -28.706304 21.342889 25.063609 -0.1128 -0.7612 1.5358
O -28.523446 20.110830 25.825185 -0.4151 2.1208 0.2931
C -27.134042 20.688313 23.198716 -0.2280 -0.5460 -1.0519
C -26.387246 21.637461 25.340327 1.2886 1.4115 0.4704
C -30.395985 20.173753 23.621532 -0.6487 1.0398 -0.1230
H -30.923672 20.468588 26.344285 0.0238 -0.9721 0.4152
H -32.001577 21.550269 25.451214 0.1503 0.0362 0.3875
H -30.625833 22.170310 26.453167 -0.1807 0.2821 0.2094
H -31.245424 22.606439 23.265746 0.5424 0.4208 0.4831
H -30.490462 23.496711 24.633259 -0.2433 0.5046 0.5694
H -29.253141 24.030312 22.489628 -0.2609 -0.2632 0.2665
H -29.117409 22.307019 22.231757 0.0313 0.5536 0.3269
H -27.851778 23.846464 24.501644 0.2229 0.1895 0.3210
H -26.960890 23.249822 23.039158 -1.2148 0.4623 0.4298
H -27.216306 19.614775 23.440306 -0.2253 0.3522 0.5720
H -27.763835 20.790204 22.309321 -0.1460 0.1728 0.1112
H -26.124259 20.709935 22.763391 0.1017 0.7146 0.5715
H -25.425918 22.104704 24.991971 -0.9318 -0.2825 0.1280
H -26.684212 22.093246 26.288869 0.0106 0.3604 -0.1933
H -26.181935 20.626223 25.623024 0.1894 -0.7366 -0.1723
H -30.391578 19.198440 24.120846 0.1420 0.2939 -0.0975
H -29.757160 20.201650 22.762787 1.0198 -0.3714 -0.2098
H -31.340214 20.288345 23.074132 -0.4259 0.0185 0.7506
H -28.416604 19.446944 25.171870 0.2797 -1.3623 -1.0841
C -26.623904 9.337298 14.610026 1.8583 0.8097 -0.1889
C -27.223408 9.066043 15.963244 -0.9509 -1.0553 0.3872
C -26.499307 7.875518 16.639752 -0.4485 1.1993 0.9061
C -25.357614 8.378368 17.573060 -0.6233 -3.0844 -0.2483
C -25.808316 9.488113 18.460812 1.0423 -0.2159 -0.3224
C -26.188876 10.687417 17.650903 -1.2273 -0.0395 1.5426
N -27.366827 10.178293 16.927911 -0.3430 1.2260 -0.8077
O -27.868821 11.313793 16.164272 -0.0191 -0.3979 -0.2024
C -26.708836 11.755765 18.696777 2.2738 -0.5944 -1.6890
C -25.138146 11.289094 16.760123 1.2174 0.8354 0.7769
C -28.641669 8.545071 15.675271 0.3248 -1.7455 -0.5760
H -25.621168 9.797668 14.596812 -0.3321 -0.1194 0.3676
H -27.219727 10.022531 14.052971 -0.6341 0.1740 -0.6138
H -26.445230 8.411573 14.077356 -0.5374 -0.2512 -0.2277
H -27.278871 7.341874 17.209244 0.4901 0.0949 0.1384
H -26.195842 7.209732 15.836019 0.3678 -0.1171 0.1612
H -24.523550 8.623040 16.941919 0.6493 0.2689 -0.0177
H -25.093439 7.472910 18.191600 0.1961 0.9327 -0.5170
H -24.982693 9.805720 19.079691 0.2045 -0.1505 0.6729
H -26.665123 9.132669 19.032653 0.0428 0.2643 0.3081
H -27.436633 11.315063 19.319926 -1.0764 -0.2059 0.6027
H -25.870830 12.150718 19.302148 -0.2724 -0.3976 -0.2287
H -27.014505 12.547211 18.060133 -0.9304 1.0649 -0.0018
H -25.593382 12.166841 16.309293 0.0504 -0.1907 -0.7195
H -24.280357 11.735428 17.338786 -0.7004 -0.7075 -0.2404
H -24.722823 10.583193 16.040768 -0.0959 0.3681 0.0404
H -28.540983 7.582721 15.106509 0.0634 0.5694 0.4997
H -29.246917 9.120278 15.017714 -0.3604 1.0942 -0.4214
H -29.218805 8.299250 16.557664 0.0660 0.1643 0.4039
H -28.698358 11.534333 16.590103 -0.2358 -0.0127 0.0780
C -29.616099 18.706334 15.154196 -2.3790 -0.0353 -1.0689
C -28.421238 19.192047 15.902353 0.4323 0.2124 1.7142
C -27.097771 18.733943 15.313286 -0.8964 -1.5329 -0.0370
C -26.895582 19.162802 13.878639 0.2834 0.6299 0.2221
C -26.737602 20.679218 13.974826 0.0159 0.6430 -0.5068
C -27.955417 21.328409 14.652404 0.0083 1.7262 0.9995
N -28.270763 20.656442 15.947727 -0.5430 0.2102 -0.2602
O -29.450464 21.231378 16.534246 0.9693 0.2302 0.1239
C -27.508487 22.786302 15.064289 -0.5120 -0.0453 -0.3412
C -29.162810 21.437134 13.703061 -0.0140 -0.7372 -0.5185
C -28.557500 18.751883 17.400879 0.4116 0.7607 -0.2657
H -29.469769 18.599913 14.069278 -0.0328 0.5171 0.2585
H -30.468534 19.428952 15.337906 0.7511 -0.9324 -0.3699
H -30.051780 17.714180 15.390137 0.6370 0.4129 0.6277
H -26.349564 19.105468 15.981145 0.8180 0.1878 0.2464
H -27.118132 17.651597 15.390591 0.2208 -0.2973 0.1067
H -27.766738 18.906387 13.291951 -0.3303 0.0203 -0.2118
H -26.092564 18.617762 13.375412 0.3215 0.3736 0.2673
H -26.598111 21.227261 13.006117 -0.0600 -0.6430 0.6614
H -25.890769 20.952998 14.620905 0.0773 -0.3288 -0.3124
H -26.775985 22.871927 15.868003 0.1524 -0.5965 -0.0785
H -27.115408 23.304608 14.197386 0.2959 -0.0389 -0.3325
H -28.322970 23.431721 15.386597 -0.4647 -0.2852 0.0539
H -29.173351 22.384602 13.183517 0.0564 0.3319 -0.0500
H -29.162563 20.658226 12.921812 0.1112 0.1762 0.3321
H -30.130203 21.328770 14.200107 0.0701 0.1759 -0.1625
H -29.424240 19.248258 17.893359 0.6161 -0.3708 -0.4479
H -27.631315 18.975847 17.974599 -0.5800 -0.0199 -0.3739
H -28.697944 17.685418 17.418898 -0.0689 -0.5612 0.0988
H -30.110860 21.276848 15.837607 -0.2814 0.0252 -0.1082
O -23.270103 24.232296 24.736908 -0.8369 -0.5041 0.7829
S -22.063911 24.839797 24.304292 -0.3784 0.2441 0.2249
O -20.959081 25.005053 25.168203 0.5169 0.6486 0.8485
O -21.491881 24.017774 23.153031 0.4373 -0.7076 -1.4576
C -22.434330 23.395351 22.256061 -0.2909 -0.2728 -0.1508
C -21.887675 22.014791 22.016045 -1.8288 0.0756 -0.5362
C -22.560141 26.344478 23.565900 0.0363 0.6319 0.2149
H -22.507984 24.014133 21.355323 0.3064 -0.1811 0.1648
H -23.441626 23.347138 22.692543 0.4169 0.0844 0.0726
H -22.567102 21.565682 21.295652 -0.0180 -0.2023 -0.4535
H -22.031988 21.385702 22.893651 0.7322 0.1743 0.1612
H -20.927072 22.079154 21.558101 0.8601 -0.3338 0.1233
H -21.729980 27.048862 23.651759 -0.2089 -0.0186 -0.4131
H -23.346254 26.617249 24.251026 -0.3051 0.5973 0.1527
H -23.022805 26.259832 22.568979 0.5303 -0.2140 0.3792
O -25.604345 17.742473 25.442442 0.1487 -0.9511 -0.7387
S -25.026747 16.618239 24.719542 -1.1844 1.0890 2.2943
O -25.885256 15.819449 23.905429 -0.0613 -0.3087 -0.1451
O -23.826966 17.123261 23.924843 1.1783 -0.0618 -1.6707
C -24.145321 18.071550 22.870374 0.9897 -0.1945 -1.3499
C -22.822323 18.447640 22.191326 -1.1591 1.0247 0.7220
C -24.127548 15.674232 25.902675 -0.3501 -0.7681 -0.4448
H -24.597772 18.876816 23.392251 -0.3646 1.0749 0.1733
H -24.841792 17.708260 22.074382 0.4149 -0.2908 1.0679
H -22.066754 18.789245 22.902983 -0.0351 -0.2995 -0.0289
H -23.070191 19.310912 21.580647 0.0246 0.2978 -0.1978
H -22.464055 17.720865 21.499588 0.2546 -0.7496 -0.1292
H -23.583957 14.848230 25.396398 -0.2941 0.6112 0.4087
H -24.952785 15.278922 26.491879 0.2358 -0.2573 0.3413
H -23.495893 16.336867 26.496887 -0.0948 -0.1476 -0.2251
O -21.290726 13.817832 18.910315 0.3519 -0.2661 -0.5314
S -21.835347 12.918233 19.877301 -0.6707 0.9389 -0.2447
O -22.146885 11.555294 19.594728 0.1800 -0.4592 -0.3996
O -20.874715 12.986541 21.084301 0.9247 0.1195 0.4555
C -20.946095 11.998217 22.128623 1.2837 0.9555 1.4362
C -19.818602 12.442340 23.131902 -0.9014 0.1694 -0.9670
C -23.261710 13.662223 20.502300 -0.7914 0.1041 0.4707
H -20.724446 11.020071 21.703257 -0.3863 0.0104 0.1266
H -21.904833 12.091431 22.653701 0.1110 -0.4241 -0.4321
H -18.896862 12.540706 22.528339 -0.3378 0.1269 0.5560
H -19.691575 11.638905 23.861553 0.0346 0.3086 0.1262
H -20.108439 13.426835 23.611710 0.5062 -1.2211 -0.4982
H -23.300970 14.752375 20.467257 0.2036 -0.2474 -0.1587
H -23.435949 13.298855 21.491558 0.2131 -0.0473 0.9946
H -24.075856 13.194246 19.992672 -0.5915 0.1165 -0.8096
O -26.082591 24.286318 18.538578 -0.0666 0.0012 -0.3214
S -26.481831 23.384980 19.575422 0.5090 0.0024 0.8504
O -25.809271 23.455374 20.843097 -0.2078 0.1855 -0.1330
O -28.017523 23.560214 19.853498 0.3609 -0.5352 0.6839
C -28.824405 24.117817 18.823454 -0.3440 0.7862 0.0626
C -30.252589 23.986517 19.178785 0.2988 -1.4164 1.3154
C -26.293817 21.734032 19.063684 0.8894 -0.8285 -1.1562
H -28.665328 23.611313 17.898377 0.4301 -0.2595 -0.7692
H -28.610703 25.155003 18.777523 0.7227 0.9795 -0.4936
H -30.507373 24.394364 20.153577 -0.0213 0.5191 -0.1358
H -30.374264 22.922038 19.298489 -0.7651 -0.5566 -0.1774
H -30.829183 24.360620 18.371233 -0.8049 0.3603 -0.5254
H -25.178611 21.635032 18.995542 -0.8495 0.1794 -0.6341
H -26.852668 21.445804 18.132696 0.6458 0.4513 0.6914
H -26.486371 21.029803 19.850199 -0.7234 -0.0562 0.5950
O -21.556949 15.060843 13.556082 1.1246 0.9977 -2.0904
S -21.983933 14.430546 14.729932 -2.8312 -1.4024 1.0563
O -22.474108 15.228862 15.802378 0.7133 0.1445 0.7080
O -23.255877 13.491141 14.409094 -0.0434 0.2656 -0.8121
C -23.694241 13.287889 12.993187 2.9243 0.4336 -0.0255
C -22.896538 12.046101 12.450604 -3.1783 1.3450 -0.4201
C -20.829497 13.203794 15.208969 0.4199 0.9138 1.0139
H -23.454768 14.231422 12.422399 -0.3657 -1.0148 0.5782
H -24.748642 13.120110 13.045641 -0.4665 -0.2073 0.1598
H -23.455806 11.787688 11.531300 0.6457 -0.0516 0.0412
H -23.175664 11.275277 13.149228 0.7309 -0.6063 0.3053
H -21.862300 12.229928 12.236847 0.4477 -0.0510 0.1848
H -21.213826 12.707169 16.095598 0.1504 0.2190 0.2864
H -19.862988 13.730786 15.378864 -0.6293 -0.6441 -0.0759
H -20.816742 12.480416 14.429596 0.3617 -0.3850 -0.8041
O -20.738080 24.611702 17.287534 0.2335 1.3673 -1.7162
S -21.370043 23.614001 18.057838 1.1623 -0.6751 0.0137
O -21.552575 22.321477 17.499861 -0.5191 -0.9783 -0.5876
O -20.525004 23.496434 19.322832 1.8347 -0.9048 1.5327
C -19.060389 23.183275 19.059574 -1.5003 0.3866 0.5921
C -18.317058 24.427009 19.476839 -0.3665 -0.5352 -0.2289
C -22.796631 24.194498 18.730042 -1.9554 0.6589 -0.5435
H -18.926671 22.852227 18.013638 -0.0816 0.3546 0.5225
H -18.913619 22.351705 19.738133 0.3477 -0.1782 -0.0299
H -18.591514 25.251471 18.830490 -0.0568 0.1696 -0.0391
H -17.285954 24.189235 19.315108 0.9070 0.2120 0.1985
H -18.524490 24.670664 20.526478 0.1660 -0.0976 -0.3112
H -22.650388 25.236186 19.035030 -0.1706 -0.3198 -0.0015
H -23.216695 23.562205 19.516353 0.1433 0.0945 -0.2877
H -23.423977 24.142987 17.815322 -0.3006 0.3436 0.7856
O -25.670370 18.654476 19.856013 -0.5015 0.3968 0.7987
S -24.744088 17.861778 19.136163 1.1172 -2.6274 -2.6085
O -23.954685 16.788546 19.739880 -0.8172 1.6354 -0.0469
O -25.642503 17.103631 17.985982 0.3651 1.2939 1.3758
C -24.979827 16.134812 17.119099 -0.8537 -0.3720 1.1764
C -24.851098 14.756118 17.811520 -0.3411 -0.0271 -0.5134
C -23.648606 18.941319 18.140369 0.0711 -1.6072 1.2469
H -24.032000 16.540572 16.893656 1.0748 0.2019 -0.6170
H -25.641435 16.184876 16.250556 0.3272 -0.5007 -0.0037
H -25.220799 13.947382 17.164568 -0.3573 0.4372 0.3292
H -25.317613 14.756227 18.808844 -0.2242 0.0372 -0.6570
H -23.829099 14.461465 17.980436 0.6216 0.3824 -0.0547
H -24.207739 19.211596 17.265559 -0.0212 0.1866 -0.4767
H -22.719955 18.357462 18.006714 -0.4889 0.2480 -0.3710
H -23.400952 19.778628 18.767791 -0.0462 0.5093 0.2068